1.
The following is a quantum chemistry calculation of the molecule C4H5NO, from the OMol25 dataset.

As for the SMILES: Oc1ccc[nH]1. As for the total energy: -285.38914 a.u.

Last column: natural (NBO) charge in e.
Geometry (Å):
O 2.17 0.51 -0.08  -0.686
C 0.86 0.25 0.22  0.398
C 0.31 -0.98 0.46  -0.362
C -1.08 -0.86 0.19  -0.295
C -1.33 0.45 -0.11  -0.083
N -0.13 1.13 -0.09  -0.536
H 2.32 -0.08 -0.84  0.487
H 0.91 -1.85 0.70  0.224
H -1.77 -1.68 0.06  0.223
H -2.24 0.97 -0.39  0.212
H -0.01 2.13 -0.11  0.418

***

2.
The following is a quantum chemistry calculation of a structure of composition C43H63Cl2N12NaSi, from the OMol25 dataset.

As for the net charge: -2. As for the total energy: -3705.59783 a.u.

Last column: Mulliken charge in e.
Geometry (Å):
Na -0.16 0.24 0.55  1.662
C 0.45 -1.79 3.23  -1.272
N -0.51 -1.02 2.49  0.926
C -1.74 -0.73 3.21  -2.144
C -2.79 -0.11 2.25  0.664
N -2.78 -0.84 1.01  -0.314
C -4.03 -1.23 0.77  0.249
C -4.56 -1.88 -0.35  -0.369
C -5.91 -2.19 -0.38  -0.770
C -6.76 -1.87 0.67  -0.587
C -6.26 -1.21 1.80  -0.890
C -4.92 -0.91 1.84  0.165
N -4.14 -0.36 2.85  -0.365
C 1.43 -2.42 2.31  0.043
N 1.36 -2.39 1.01  1.082
C 2.42 -3.13 0.55  -0.225
C 2.81 -3.42 -0.75  -0.155
C 3.93 -4.22 -0.91  -0.873
C 4.65 -4.71 0.17  -0.364
C 4.28 -4.43 1.48  -1.378
C 3.16 -3.63 1.65  0.505
N 2.50 -3.17 2.76  0.056
H -0.02 -2.60 3.84  0.386
H 0.99 -1.13 3.93  0.264
H -0.79 -1.55 1.67  -0.577
H -1.54 -0.02 4.02  0.263
H -2.19 -1.65 3.64  0.193
H -3.92 -2.11 -1.20  0.381
H -6.33 -2.70 -1.24  0.367
H -7.82 -2.12 0.61  0.319
H -6.93 -0.95 2.62  0.384
H -4.51 0.42 3.38  0.453
H 2.26 -3.03 -1.59  0.460
H 4.27 -4.46 -1.91  0.397
H 5.53 -5.32 0.00  0.374
H 4.84 -4.81 2.33  0.400
H 2.77 -3.29 3.72  0.215
C -0.72 3.47 -0.34  -0.674
N -0.74 3.23 -1.76  0.832
C -0.74 4.37 -2.63  -0.751
C -0.56 3.75 -4.01  -0.691
N -0.20 2.38 -3.75  0.196
C -0.52 1.47 -4.82  -0.868
C -0.32 2.09 -2.38  -0.944
N -0.05 1.04 -1.72  1.230
C 0.42 -0.19 -2.29  -2.046
C -0.71 -1.17 -2.70  -0.654
N -0.99 -2.12 -1.66  0.897
C -1.37 -3.30 -1.92  -0.561
N -1.47 -3.93 -3.20  0.019
C -2.29 -3.28 -4.20  -0.979
C -1.75 -5.34 -2.98  -0.778
C -1.48 -5.54 -1.48  -0.599
N -1.71 -4.22 -0.97  0.450
C -1.67 -3.96 0.44  -0.031
H -1.63 3.99 -0.05  0.389
H 0.16 4.06 -0.05  0.342
H -0.67 2.51 0.18  -0.391
H 0.08 5.07 -2.38  0.290
H -1.69 4.92 -2.53  0.363
H 0.23 4.25 -4.59  0.329
H -1.49 3.80 -4.60  0.345
H -1.54 1.66 -5.21  0.326
H -0.48 0.44 -4.49  0.232
H 0.18 1.60 -5.65  0.305
H 1.01 -0.69 -1.52  -0.166
H 1.08 -0.02 -3.16  0.540
H -0.41 -1.67 -3.64  0.428
H -1.62 -0.58 -2.88  0.326
H -1.68 -2.90 -5.03  0.303
H -2.85 -2.44 -3.77  0.273
H -3.01 -3.99 -4.62  0.400
H -1.12 -5.97 -3.62  0.305
H -2.80 -5.58 -3.20  0.441
H -0.44 -5.88 -1.31  0.261
H -2.15 -6.27 -1.02  0.354
H -2.38 -4.63 0.93  0.388
H -2.00 -2.92 0.58  -0.398
H -0.67 -4.09 0.86  0.100
C 4.30 -0.13 1.55  -1.667
Si 3.02 1.27 1.11  0.133
C 3.28 2.43 2.70  2.227
C 2.48 1.74 3.81  -1.959
C 2.66 3.80 2.48  -1.797
C 4.71 2.62 3.22  -1.946
C 4.00 2.10 -0.42  2.740
C 4.24 0.97 -1.43  -2.072
C 3.08 3.11 -1.09  -2.108
C 5.35 2.79 -0.17  -2.105
H 5.35 0.17 1.50  0.472
H 4.18 -0.98 0.88  0.177
H 4.13 -0.51 2.56  0.355
H 1.45 1.62 3.51  0.215
H 2.51 2.32 4.74  0.549
H 2.90 0.75 4.02  0.325
H 1.64 3.69 2.12  0.151
H 3.22 4.38 1.74  0.319
H 2.63 4.38 3.41  0.470
H 5.18 1.66 3.43  0.326
H 4.71 3.19 4.16  0.514
H 5.33 3.16 2.51  0.277
H 3.32 0.43 -1.62  0.135
H 4.98 0.27 -1.05  0.424
H 4.62 1.37 -2.38  0.501
H 3.54 3.54 -1.99  0.557
H 2.14 2.63 -1.38  0.165
H 2.84 3.93 -0.42  0.171
H 6.04 2.14 0.36  0.312
H 5.22 3.70 0.40  0.338
H 5.82 3.06 -1.13  0.544
Cl -3.38 1.30 -0.98  -0.142
C -3.72 2.41 0.31  0.729
C -4.44 3.52 -0.08  -0.537
C -4.58 4.63 0.74  -0.584
C -3.89 4.64 1.95  -0.479
C -3.20 3.52 2.34  0.559
Cl -2.35 3.57 3.85  -0.262
C -3.12 2.27 1.62  -1.089
N -2.52 1.30 2.26  -0.074
H -4.88 3.51 -1.07  0.350
H -5.16 5.49 0.42  0.323
H -3.92 5.51 2.59  0.405

***

Values for HOMO energy, hartree, ordered as above
-0.297; -0.007
Values for max |F|, hartree/bohr, ordered as above
0.01170; 0.01569
Values for LUMO energy, hartree, ordered as above
0.0304; 0.1287